ORCA calculation (the ωB97M-V functional and the def2-TZVPD basis) on a molecular structure, C29H27Br4NO2ReTe.

Results
* ΔE to the lowest compared entry with this formula, charge and spin: 0.2009 eV
* E_tot: -11968.3027 a.u.
* ⟨S²⟩: 3.785
* HOMO energy (alpha / beta): -13.723 / -13.847 eV

ORCA input file:
```
! RIJCOSX wB97M-V def2-TZVPD def2/J DEFGRID3
* xyz 2 4
H 3.87432 4.51432 -0.38756
C -1.19788 6.86103 2.60945
C 2.00483 4.02585 0.55076
H -1.67409 0.30592 3.38377
C -0.06857 -4.34798 -0.62480
Br 2.11871 -2.29955 -3.27457
C 2.22329 1.58857 -0.65945
C -1.43958 7.10821 1.26150
C 0.17114 -0.46385 -2.40277
O 0.52105 -0.74252 -1.19135
H -0.89879 7.66712 3.26511
O -1.12312 1.20865 -1.44004
H -3.34712 3.80666 -0.46848
H -0.21892 -2.09663 4.56721
C -1.98359 4.78466 0.92847
C -0.79323 0.26835 -4.91633
C -0.77162 -0.31254 3.45981
Br 0.92172 -1.55660 -6.31103
C -1.35601 5.58406 3.11635
H -2.32015 -2.94335 -0.06441
H -1.03520 2.76855 3.32389
H -1.18153 -0.94446 5.49220
H 0.74445 1.24279 3.11882
H 0.18954 3.20849 1.33766
C -1.64298 -1.53637 1.38434
Br -2.54953 2.31095 -3.88648
C 0.23613 -0.74440 -4.78653
C 1.05078 3.04530 0.71214
H 1.87549 4.97489 1.05166
C -1.28051 0.93726 -3.80411
H 4.06700 2.26956 -1.47177
H 1.25981 -0.05652 4.19386
C -1.82805 6.07644 0.42647
H 1.88132 -2.94980 0.70399
C -1.05348 -1.39621 4.50896
Br -1.43075 0.70702 -6.59571
H -1.95676 -1.95876 4.27445
C -1.93467 3.15692 2.85579
C 0.88613 -2.56104 0.87760
H -2.64833 -1.20497 1.62379
C 0.72074 -1.08868 -3.54822
H 0.12892 1.14325 4.77384
H 1.59655 -1.06961 2.26298
Te -2.48754 1.91145 1.21049
H -2.01918 6.27186 -0.62136
H -1.18277 5.39444 4.16816
H 0.85656 -4.88658 -0.43106
N 1.13908 1.84543 0.10566
C -0.54732 -1.00541 2.12488
C -2.37553 3.66046 -0.00036
C 0.40540 0.55419 3.89993
H 2.27728 0.60425 -1.10012
H -0.90561 -5.02867 -0.47372
H -1.64239 3.47485 -0.78383
H -2.75090 3.10355 3.57475
H -1.33181 8.10887 0.86658
C 0.72634 -1.45825 1.74761
Re -0.38160 0.43028 0.27105
C 3.21853 2.52183 -0.85232
C -1.45918 -2.55019 0.46397
C -1.75382 4.54175 2.27852
H -0.07009 -4.04973 -1.67375
C 3.10699 3.76492 -0.24769
C -0.78924 0.58829 -2.54838
C -0.19412 -3.14921 0.26307
*
```